Record 1
The following is a DFT calculation (ωB97M-V/def2-TZVPD) of a molecular structure, C49H58As4Cl2NO5S2Sr.

```
122
Properties=species:S:1:pos:R:3:forces:R:3:mulliken_charge:R:1
Sr 1.910 -0.338 0.974 -0.28 0.32 0.42 1.78
C 2.750 1.343 -3.449 0.01 0.00 0.02 -0.85
As 1.098 0.303 -3.349 -0.07 -0.05 -0.05 0.50
C 1.683 -1.049 -4.668 0.05 0.01 0.04 -1.10
C 0.137 1.544 -4.576 0.00 0.01 0.00 -2.42
C -1.296 1.231 -5.043 -0.02 0.01 0.02 3.21
C -1.586 2.162 -6.234 0.00 -0.01 0.01 -2.42
C -2.363 1.525 -3.968 0.08 -0.09 -0.03 -1.94
As -2.021 1.142 -2.046 -0.05 0.02 -0.05 0.66
C -3.863 1.609 -1.509 0.05 -0.02 0.00 -1.25
C -2.332 -0.803 -2.007 -0.01 0.04 0.03 0.17
C -1.358 -0.230 -5.517 -0.11 0.02 -0.01 -1.44
As -2.942 -0.782 -6.573 0.02 -0.03 0.03 0.25
C -3.938 -1.829 -5.237 0.02 0.03 0.00 -1.15
C -2.056 -2.342 -7.380 -0.01 0.00 0.00 -1.24
H 2.994 1.547 -4.494 0.00 -0.01 0.00 0.49
H 3.555 0.768 -2.997 0.00 0.00 0.02 0.03
H 2.641 2.283 -2.911 -0.01 0.01 0.01 0.10
H 1.925 -0.591 -5.630 0.00 0.01 0.01 0.34
H 0.931 -1.824 -4.812 0.02 0.01 0.01 0.27
H 2.583 -1.512 -4.260 0.00 0.00 0.01 0.25
H 0.778 1.645 -5.460 -0.01 0.00 0.00 0.70
H 0.154 2.513 -4.064 -0.01 -0.01 0.00 0.45
H -1.359 3.194 -5.961 0.00 0.00 0.00 0.54
H -2.632 2.109 -6.540 0.00 0.00 -0.01 0.53
H -0.966 1.895 -7.095 0.00 0.01 0.00 0.43
H -3.309 1.049 -4.253 -0.01 0.00 0.00 0.35
H -2.556 2.603 -3.965 0.02 0.01 0.03 0.53
H -4.605 1.097 -2.126 0.01 -0.01 0.00 0.34
H -4.012 2.686 -1.589 0.01 0.00 0.00 0.42
H -3.988 1.317 -0.466 0.00 0.00 0.01 0.22
H -3.142 -1.083 -2.680 -0.01 -0.02 -0.01 0.03
H -2.615 -1.083 -0.990 0.03 0.04 -0.07 -0.43
H -1.423 -1.340 -2.272 0.03 -0.01 -0.03 0.26
H -1.245 -0.918 -4.676 -0.02 -0.02 0.03 0.17
H -0.512 -0.411 -6.188 -0.03 0.01 0.00 0.70
H -4.495 -1.171 -4.571 0.01 0.01 0.00 0.25
H -3.269 -2.456 -4.647 0.01 0.01 0.01 0.30
H -4.651 -2.463 -5.765 0.00 0.00 -0.01 0.48
H -1.331 -2.006 -8.121 0.00 0.00 0.00 0.35
H -2.796 -2.968 -7.878 0.00 0.00 0.00 0.41
H -1.540 -2.930 -6.620 0.00 0.00 0.00 0.34
Cl 2.940 -1.134 3.416 0.08 -0.18 0.46 -0.69
O -1.780 0.231 1.146 -0.01 0.02 0.07 0.15
H -1.161 -0.176 0.527 -0.06 0.02 -0.11 -0.04
H -1.217 0.859 1.647 0.00 -0.04 0.03 0.06
S 2.359 4.419 -1.004 0.03 0.32 -0.13 -0.51
C 1.934 2.945 -0.470 -0.17 -0.32 0.21 -0.25
N 1.605 1.901 -0.052 0.02 0.45 -0.28 -0.21
O 0.221 -1.946 1.400 -0.50 0.04 -0.07 -0.14
As -1.033 -2.315 2.410 -0.15 -0.40 0.10 1.03
C -0.516 -3.937 3.315 -0.03 0.02 0.00 0.09
C -1.455 -4.727 3.970 -0.03 0.00 -0.02 -0.29
C -1.044 -5.852 4.667 0.01 0.01 0.00 -0.70
C 0.307 -6.176 4.718 0.01 0.00 0.01 -0.37
C 1.242 -5.377 4.077 0.01 -0.01 0.00 -0.69
C 0.836 -4.253 3.369 -0.01 0.05 0.00 -0.38
C -1.415 -1.159 3.898 -0.03 -0.04 -0.04 0.72
C -0.331 -0.770 4.676 0.02 0.02 -0.01 -0.20
C -0.558 -0.087 5.863 0.00 0.00 0.00 -0.81
C -1.854 0.199 6.270 0.01 0.00 0.00 -0.33
C -2.932 -0.190 5.486 0.00 0.01 0.01 -0.83
C -2.715 -0.877 4.300 -0.03 0.00 0.00 -0.31
C -2.613 -2.816 1.414 0.01 -0.02 0.08 0.43
C -2.560 -4.068 0.805 0.01 0.03 -0.01 -0.92
C -3.605 -4.499 0.002 0.00 0.01 0.01 -0.73
C -4.715 -3.687 -0.183 0.00 0.00 0.00 -0.51
C -4.772 -2.441 0.424 -0.01 0.01 0.01 -0.66
C -3.720 -1.998 1.214 0.01 0.00 0.01 -0.08
H -2.508 -4.469 3.931 0.00 -0.01 0.00 0.38
H -1.773 -6.473 5.173 0.00 0.00 0.00 0.38
H 0.629 -7.051 5.268 0.01 0.00 0.00 0.37
H 2.295 -5.620 4.131 0.00 0.00 0.00 0.43
H 1.560 -3.604 2.890 0.01 0.00 0.00 0.27
H 0.687 -0.992 4.365 0.02 0.00 -0.01 0.24
H 0.288 0.219 6.466 0.00 0.00 0.00 0.38
H -2.026 0.727 7.200 0.00 0.00 0.00 0.44
H -3.944 0.035 5.798 0.00 0.00 0.01 0.42
H -3.561 -1.193 3.704 0.02 0.00 0.04 0.33
H -1.694 -4.703 0.950 0.00 -0.01 -0.01 0.46
H -3.549 -5.466 -0.480 0.00 0.00 0.00 0.40
H -5.532 -4.021 -0.811 0.00 0.00 0.00 0.41
H -5.627 -1.796 0.265 0.00 0.00 0.00 0.41
H -3.737 -1.000 1.628 0.00 0.00 -0.04 0.19
Cl 8.975 -0.941 -4.168 0.04 0.00 -0.03 -0.25
C 7.562 -0.838 -3.148 -0.03 0.00 0.02 0.52
C 6.470 -1.643 -3.426 0.01 0.01 0.00 -0.87
C 5.350 -1.551 -2.614 -0.03 0.00 0.00 0.20
C 5.329 -0.677 -1.536 -0.07 0.02 0.02 -0.23
C 6.438 0.116 -1.272 0.01 -0.01 0.01 -0.20
C 7.562 0.045 -2.081 -0.01 0.00 -0.01 -0.77
C 4.103 -0.572 -0.653 0.33 -0.03 -0.10 1.27
O 4.212 0.059 0.422 0.57 0.04 -0.33 -1.00
O 3.042 -1.134 -1.050 0.19 -0.20 -0.23 -1.04
H 6.500 -2.324 -4.266 0.00 0.00 0.00 0.41
H 4.473 -2.157 -2.802 0.01 0.00 0.00 0.39
H 6.399 0.788 -0.425 0.00 0.00 0.00 0.42
H 8.428 0.664 -1.892 0.00 0.00 0.00 0.41
O 0.071 1.657 2.578 -0.04 -0.28 -0.06 0.31
S 0.341 3.101 2.255 -0.01 0.25 0.14 -0.21
C 1.983 3.419 2.901 0.03 -0.02 -0.07 0.85
C 2.589 4.641 2.653 0.03 -0.01 -0.02 -0.55
C 3.880 4.848 3.111 -0.02 0.00 -0.02 -0.63
C 4.555 3.833 3.779 0.02 -0.02 0.01 -0.56
C 3.940 2.609 3.998 0.02 0.02 0.00 -0.75
C 2.639 2.399 3.565 -0.04 -0.04 0.03 0.10
C -0.563 4.013 3.516 -0.02 0.02 -0.06 0.12
C -0.983 3.374 4.670 0.02 -0.06 -0.04 -0.31
C -1.700 4.090 5.616 0.00 0.02 0.01 -0.61
C -1.991 5.432 5.403 -0.01 -0.01 0.02 -0.50
C -1.576 6.059 4.236 0.01 0.02 -0.01 -0.77
C -0.867 5.345 3.280 0.01 0.00 -0.01 -0.15
H 2.079 5.404 2.079 0.00 0.01 -0.03 0.34
H 4.373 5.791 2.914 0.00 0.00 0.00 0.39
H 5.575 3.991 4.107 0.00 0.00 0.00 0.37
H 4.466 1.794 4.478 0.00 0.01 0.00 0.45
H 2.165 1.439 3.723 0.00 0.00 -0.03 0.01
H -0.756 2.324 4.801 -0.01 0.00 0.01 0.22
H -2.037 3.598 6.520 0.00 0.00 0.00 0.43
H -2.553 5.987 6.143 0.00 0.00 0.00 0.38
H -1.815 7.100 4.064 0.00 0.00 0.00 0.39
H -0.558 5.814 2.352 -0.01 0.01 0.01 0.47
```
Forces are in eV/Å.

Values from the calculation:
Highest occupied orbital energy ... -5.29 eV
M ... 1263.35 g mol⁻¹
Net charge ... -1
Energy relative to the best compared isomer or geometry (same formula, charge and spin) ... 0.0 kcal/mol
Frontier orbital gap ... 7.384 eV



Record 2
The following is a DFT calculation (ωB97M-V/def2-TZVPD) of 2 unconnected molecules or ions with the total composition C4H2Cl2O2 in a non-equilibrium geometry.

```
10
Properties=species:S:1:pos:R:3:forces:R:3:nbo_charge:R:1
C 2.371 -2.138 -0.224 -0.29 2.49 -2.46 0.41
C 1.954 -2.825 0.854 0.59 -3.83 3.41 0.37
C -0.382 0.279 -0.636 -1.40 -1.19 -4.36 -0.21
C -0.101 1.007 0.394 0.06 0.59 2.18 -0.29
O 2.179 -1.254 -1.009 0.54 -1.84 1.52 -0.39
O 2.178 -3.760 1.614 -0.82 3.17 -2.50 -0.39
Cl -1.658 -0.951 -0.553 0.54 0.50 0.14 -0.03
Cl 1.162 2.116 0.393 1.20 1.18 -0.42 0.03
H -0.082 0.426 -1.791 -0.14 -0.26 3.31 0.26
H -0.523 1.022 1.409 -0.29 -0.82 -0.83 0.24
```
Forces are in eV/Å.

Values from the calculation:
Highest occupied orbital energy (spin up / spin down) ... -9.37 / -9.39 eV
M ... 152.96 g mol⁻¹
Net charge ... 0
Energy relative to the best compared isomer or geometry (same formula, charge and spin) ... 89.7 kcal/mol
Frontier orbital gap (spin up / spin down) ... 7.393 / 7.412 eV
Structure (SMILES) ... Cl/C=C/Cl.O=C=C=O



Record 3
The following is a DFT calculation (ωB97M-V/def2-TZVPD) of a molecular structure, C15H23NO3 in a non-equilibrium geometry.

```
42
Properties=species:S:1:pos:R:3:forces:R:3:nbo_charge:R:1
C 3.064 -3.103 0.894 4.86 4.76 3.13 -0.23
H 3.988 -3.401 0.538 2.14 -1.61 0.22 0.19
H 3.271 -2.272 1.684 0.01 -2.25 0.38 0.16
H 2.496 -3.832 1.247 -3.07 -3.17 0.94 0.17
O 2.745 -2.274 -0.083 -5.66 1.74 -4.33 -0.51
C 1.403 -1.854 0.039 -0.92 1.52 -2.50 0.31
C 0.692 -1.946 1.288 -3.14 8.14 -11.26 -0.35
C -0.456 -1.029 1.223 -1.71 -3.68 5.01 -0.10
C -1.039 -0.466 0.115 -4.88 -1.03 9.15 -0.18
C -0.441 -0.503 -0.999 6.94 -2.91 -5.73 0.28
C 0.731 -1.153 -1.348 4.39 -2.68 5.38 0.17
O 1.565 -1.153 -2.515 -1.64 0.77 3.59 -0.56
C 2.842 -0.387 -2.253 -3.92 0.37 -7.88 -0.26
H 2.984 -0.533 -3.475 1.50 0.81 3.08 0.20
H 2.623 0.692 -2.175 0.37 -0.67 0.98 0.20
H 3.405 -1.002 -1.684 2.20 -0.96 2.03 0.21
O -1.097 0.054 -1.897 -3.41 3.19 -9.02 -0.51
C -0.732 -0.128 -3.366 -0.58 4.73 -1.41 -0.28
H -1.634 0.488 -4.047 2.33 -2.16 2.41 0.20
H -0.625 -1.172 -3.707 -0.02 0.56 0.61 0.22
H 0.256 0.590 -3.671 -2.63 -2.39 1.15 0.20
C -2.539 0.020 0.176 6.51 5.61 3.52 -0.18
N -2.551 1.612 0.005 -0.09 -0.64 4.03 -0.64
H -2.293 1.678 -0.898 0.95 0.68 -3.82 0.33
C -1.625 2.699 0.790 6.17 -18.25 5.33 0.04
C -2.050 2.334 2.496 4.98 -2.14 -3.53 -0.40
H -2.817 2.759 2.958 -3.48 2.39 1.32 0.20
H -2.198 1.285 2.555 -0.36 -1.22 -0.29 0.18
C -0.751 2.625 3.200 0.99 5.80 -0.73 -0.36
H -0.715 2.371 4.274 0.27 -0.01 -0.61 0.22
H -0.748 3.921 3.094 0.06 -3.16 1.03 0.14
C 0.490 2.297 2.270 -4.13 -3.57 1.91 -0.43
H 0.463 1.178 2.456 1.10 0.78 -0.37 0.21
H 1.416 2.712 2.556 0.88 0.69 -0.02 0.23
C -0.104 2.414 0.913 -1.02 6.60 -3.08 -0.44
H 0.066 3.439 0.325 1.30 -1.24 1.54 0.21
H 0.267 1.803 0.169 0.39 -1.93 -1.23 0.23
H -2.220 3.318 0.764 -8.74 13.13 -1.82 0.16
H -3.137 -0.220 -0.542 -3.16 -2.07 -4.53 0.20
H -2.972 -0.157 1.102 -0.55 -0.68 1.72 0.20
H -1.174 -1.177 2.360 2.04 0.90 -3.73 0.19
H 0.992 -2.465 1.984 2.73 -4.76 7.42 0.19
```
Forces are in eV/Å.

Values from the calculation:
Highest occupied orbital energy ... -7.89 eV
M ... 265.35 g mol⁻¹
Net charge ... 0
Energy relative to the best compared isomer or geometry (same formula, charge and spin) ... 415.9 kcal/mol
Frontier orbital gap ... 8.621 eV



Record 4
The following is a DFT calculation (ωB97M-V/def2-TZVPD) of 2 unconnected molecules or ions with the total composition C3H5NS3 in a non-equilibrium geometry.

```
12
Properties=species:S:1:pos:R:3:forces:R:3:nbo_charge:R:1
C -0.442 -1.196 0.041 1.17 0.80 -0.63 0.07
C -0.032 -0.040 0.940 1.89 -3.21 3.38 -0.69
C 1.749 1.021 -0.367 4.73 0.43 -0.49 -0.55
H -3.031 0.285 -1.991 0.63 0.55 3.77 0.14
H 0.230 -2.022 -0.464 -1.32 1.63 1.63 0.24
H 0.994 -0.383 1.468 -2.15 1.42 -1.14 0.28
H -0.780 -0.040 1.815 0.79 0.72 -1.47 0.26
H 2.480 1.860 -0.609 -1.60 -0.61 -0.27 0.24
N -1.565 -0.961 -0.465 -1.08 -1.87 -1.47 -0.61
S -2.453 0.382 -0.108 -2.10 -0.25 -4.18 0.22
S 0.185 1.474 -0.030 0.06 -0.63 1.12 0.46
S 2.666 -0.379 -0.229 -1.03 1.03 -0.27 -0.06
```
Forces are in eV/Å.

Values from the calculation:
Highest occupied orbital energy ... -8.67 eV
M ... 151.28 g mol⁻¹
Net charge ... 0
Energy relative to the best compared isomer or geometry (same formula, charge and spin) ... 115.4 kcal/mol
Frontier orbital gap ... 7.547 eV